w | {"formula": "C4H5N2", "method": "ωB97M-V/def2-TZVPD", "smiles": "C1=N[C@]12[C@@H]1C[N@@H+]12", "homo_energy_ev": -15.34, "total_charge": 1, "orbital_gap_ev": 11.56, "symbols": ["C", "N", "C", "C", "C", "N", "H", "H", "H", "H", "H"], "positions_angstrom": [[1.8813, -0.7359, 0.1315], [2.2473, 0.4347, -0.1377], [0.7658, 0.1215, 0.0066], [-0.4094, 0.7144, 0.5760], [-1.4474, -0.2518, 0.1472], [-0.4271, 0.2538, -0.8044], [2.0665, -1.7331, 0.4658], [-0.3342, 1.6106, 1.1498], [-1.2236, -1.2701, 0.3562], [-2.5065, 0.0838, -0.2510], [-0.6126, 0.7720, -1.6400]], "nbo_charge": [0.113, -0.159, 0.114, -0.059, -0.179, -0.352, 0.258, 0.288, 0.236, 0.282, 0.457]}

x | {"formula": "C4H5N2", "method": "ωB97M-V/def2-TZVPD", "smiles": "[NH2+]=C=C[C@H]1C=N1", "homo_energy_ev": -14.77, "total_charge": 1, "orbital_gap_ev": 9.50, "symbols": ["N", "C", "C", "C", "C", "N", "H", "H", "H", "H", "H"], "positions_angstrom": [[1.9617, -0.8945, 0.0081], [1.0541, -0.0163, -0.1576], [0.2750, 1.0469, 0.0234], [-1.2338, 0.6737, 0.4381], [-1.8859, -0.2538, -0.4016], [-1.3704, -0.7952, 0.5900], [2.7471, -0.6525, 0.7081], [2.1750, -1.9033, -0.4039], [0.5230, 1.9010, -0.5217], [-1.7083, 1.3397, 1.0314], [-2.5374, -0.4457, -1.3142]], "nbo_charge": [-0.687, 0.496, -0.211, -0.135, 0.102, -0.277, 0.456, 0.489, 0.279, 0.224, 0.263]}

y | {"formula": "C4H5N2", "method": "ωB97M-V/def2-TZVPD", "homo_energy_ev": [-15.82, -15.82], "total_charge": 1, "orbital_gap_ev": [7.56, 7.56], "symbols": ["C", "C", "C", "C", "N", "N", "H", "H", "H", "H", "H"], "positions_angstrom": [[1.7240, 0.7983, -0.0605], [0.9040, 1.8028, -0.4121], [-0.3065, 1.0111, -0.2518], [-0.7436, -1.5368, 0.3731], [1.4568, -0.3957, 0.1449], [0.0549, -0.2789, -0.0021], [1.0823, 2.8198, -0.6822], [-1.3663, 1.1739, -0.4334], [-0.1541, -2.2561, 0.8210], [-1.5308, -1.2542, 1.0297], [-1.1207, -1.8842, -0.5265]], "nbo_charge": [0.716, -0.404, 0.088, -0.370, -0.253, -0.098, 0.317, 0.276, 0.254, 0.237, 0.235]}

From most stable to least stable, the computed energies give x, y, w.

w | {"formula": "C4H5N2", "method": "ωB97M-V/def2-TZVPD", "homo_energy_ev": -14.81, "total_charge": 1, "orbital_gap_ev": 10.27, "symbols": ["C", "C", "C", "C", "N", "N", "H", "H", "H", "H", "H"], "positions_angstrom": [[-0.4292, -0.2608, -0.7406], [-0.5399, 1.1412, -0.0756], [0.9141, -0.2721, -0.3013], [-0.5033, -1.6770, 0.2573], [-1.2360, -1.5170, -0.6902], [0.8331, 0.9146, 0.3467], [-0.7223, 1.9611, -0.8594], [-1.2533, 1.2448, 0.7402], [1.7673, -1.0309, -0.5599], [-0.3241, -2.1179, 1.1728], [1.4935, 1.6140, 0.7101]], "nbo_charge": [0.115, -0.248, 0.068, 0.244, -0.196, -0.538, 0.272, 0.249, 0.301, 0.276, 0.456]}

x | {"formula": "C4H5N2", "method": "ωB97M-V/def2-TZVPD", "homo_energy_ev": [-14.48, -14.53], "total_charge": 1, "orbital_gap_ev": [6.86, 7.14], "symbols": ["C", "C", "C", "C", "N", "N", "H", "H", "H", "H", "H"], "positions_angstrom": [[-0.9796, -1.4877, -0.0552], [0.3997, -1.6112, 0.1785], [-1.0760, -0.1652, -0.1605], [-0.0263, 0.7333, 0.3576], [0.8542, -0.3691, 0.3221], [0.5020, 1.8629, -0.5159], [-1.7140, -2.2604, -0.3498], [1.0116, -2.5099, 0.2543], [-0.4294, 1.1461, 1.3601], [-0.0010, 2.7110, -0.4768], [1.4586, 1.9503, -0.9145]], "nbo_charge": [-0.353, 0.174, 0.491, -0.034, -0.202, -0.809, 0.302, 0.270, 0.321, 0.402, 0.439]}

y | {"formula": "C4H5N2", "method": "ωB97M-V/def2-TZVPD", "homo_energy_ev": [-14.88, -14.56], "total_charge": 1, "orbital_gap_ev": [9.32, 9.32], "symbols": ["C", "C", "C", "C", "N", "N", "H", "H", "H", "H", "H"], "positions_angstrom": [[2.4175, -0.5614, -0.2198], [-1.2199, -0.0690, -0.1207], [-0.1021, -0.0209, 0.8652], [0.9259, -0.5407, -0.0401], [2.6555, 0.5626, 0.2848], [0.0409, 0.5112, -0.5187], [2.8825, -1.3359, -0.6395], [-1.5944, -0.8568, -0.7287], [-2.1185, 0.5312, -0.1523], [-0.2114, 0.5535, 1.8581], [0.1938, 1.4086, -0.9028]], "nbo_charge": [-0.009, -0.220, -0.034, 0.211, -0.108, -0.368, 0.233, 0.244, 0.269, 0.316, 0.466]}

From most stable to least stable, the computed energies give w, x, y.

w | {"formula": "C16H22As2N2O4S2Zr", "method": "ωB97M-V/def2-TZVPD", "homo_energy_ev": -13.74, "total_charge": 2, "orbital_gap_ev": 5.96, "symbols": ["Zr", "C", "As", "C", "C", "C", "C", "C", "C", "C", "As", "C", "C", "H", "H", "H", "H", "H", "H", "H", "H", "H", "H", "H", "H", "H", "H", "H", "H", "N", "C", "S", "C", "C", "C", "N", "C", "C", "H", "H", "H", "H", "H", "H", "O", "S", "O", "O", "O"], "positions_angstrom": [[0.9480, 0.2108, 0.7470], [-0.9971, -0.1393, 4.6762], [-0.6671, -0.2715, 2.7427], [-0.6378, -2.2433, 2.6159], [-2.5056, -0.0579, 1.9747], [-3.6112, 0.2898, 2.7461], [-4.8705, 0.3992, 2.1743], [-5.0371, 0.1937, 0.8135], [-3.9436, -0.1313, 0.0274], [-2.6804, -0.2654, 0.5969], [-1.1546, -0.8406, -0.5182], [-1.6376, -0.0800, -2.2812], [-1.7372, -2.6933, -0.8841], [-1.3880, 0.8355, 4.9662], [-0.0395, -0.3128, 5.1666], [-1.7032, -0.9273, 4.9426], [-0.0249, -2.5883, 3.4492], [-0.1549, -2.5898, 1.7016], [-1.6461, -2.6483, 2.7052], [-3.4898, 0.4680, 3.8076], [-5.7264, 0.6443, 2.7869], [-6.0131, 0.2849, 0.3585], [-4.0820, -0.2690, -1.0387], [-1.8994, 0.9744, -2.1849], [-2.4778, -0.6178, -2.7197], [-0.7821, -0.1768, -2.9525], [-2.7984, -2.6776, -1.1338], [-1.5820, -3.3345, -0.0184], [-1.1676, -3.0843, -1.7283], [4.4746, 2.6149, -5.1428], [4.7193, 2.1478, -3.9220], [6.1581, 2.2436, -3.1272], [3.6336, 1.6138, -3.0779], [3.7768, 0.3973, -2.3933], [2.8143, -0.0050, -1.5053], [1.7129, 0.7510, -1.2152], [1.5733, 1.9183, -1.8816], [2.4737, 2.3628, -2.8187], [5.2318, 3.0377, -5.6595], [3.5870, 2.5061, -5.6072], [4.6546, -0.2117, -2.5575], [2.8905, -0.9639, -1.0012], [0.6793, 2.4996, -1.6709], [2.2948, 3.3027, -3.3207], [1.8533, -0.8026, 3.5259], [2.6779, -0.5417, 2.3835], [4.0558, -0.7889, 2.3670], [2.2942, 0.8873, 1.9040], [1.9515, -1.3208, 1.1813]], "nbo_charge": [2.127, -0.860, 0.854, -0.893, -0.365, -0.207, -0.158, -0.174, -0.234, -0.226, 0.732, -0.893, -0.856, 0.259, 0.275, 0.256, 0.271, 0.230, 0.256, 0.229, 0.247, 0.246, 0.222, 0.246, 0.259, 0.245, 0.255, 0.250, 0.251, -0.732, 0.037, 0.027, 0.047, -0.180, 0.033, -0.664, 0.081, -0.235, 0.438, 0.408, 0.279, 0.243, 0.220, 0.262, -0.906, 2.527, -0.805, -0.967, -0.959]}

x | {"formula": "C16H22As2N2O4S2Zr", "method": "ωB97M-V/def2-TZVPD", "homo_energy_ev": -14.47, "total_charge": 2, "orbital_gap_ev": 5.75, "symbols": ["Zr", "C", "As", "C", "C", "C", "C", "C", "C", "C", "As", "C", "C", "H", "H", "H", "H", "H", "H", "H", "H", "H", "H", "H", "H", "H", "H", "H", "H", "N", "C", "S", "C", "C", "C", "N", "C", "C", "H", "H", "H", "H", "H", "H", "O", "S", "O", "O", "O"], "positions_angstrom": [[2.8194, 1.3087, 0.4436], [-2.2595, 3.5636, -1.1156], [-2.1644, 2.1998, 0.2775], [-3.8452, 1.2608, -0.0322], [-1.0075, 0.8097, -0.6495], [-1.3230, 0.7415, -2.1193], [-0.7188, -0.0113, -3.0369], [0.3872, -0.9334, -2.8074], [0.9936, -1.2030, -1.6520], [0.6709, -0.6189, -0.2992], [2.0755, -1.2395, 1.0264], [3.2127, -2.5443, 0.1685], [1.3352, -2.2154, 2.5145], [-1.2654, 3.8969, -1.4115], [-2.7731, 4.4094, -0.6579], [-2.8233, 3.2563, -1.9936], [-4.6436, 1.9977, 0.0490], [-4.0227, 0.5034, 0.7302], [-3.8767, 0.8240, -1.0311], [-2.1307, 1.3745, -2.4603], [-1.0736, 0.0592, -4.0575], [0.7488, -1.4644, -3.6795], [1.7873, -1.9338, -1.6854], [3.7227, -2.1146, -0.6895], [2.6379, -3.4246, -0.1144], [3.9556, -2.8188, 0.9177], [0.6123, -2.9349, 2.1350], [0.8628, -1.5716, 3.2481], [2.1766, -2.7440, 2.9616], [-3.1463, -2.1371, 1.0296], [-2.2414, -1.6950, 1.9177], [-2.0799, -2.2934, 3.4330], [-1.3007, -0.6360, 1.4274], [-0.8987, 0.3207, 2.2930], [0.0731, 1.3416, 2.0419], [0.7822, 1.6132, 0.9655], [0.5045, 0.9681, -0.3382], [-0.8832, -0.6369, -0.0079], [-3.7992, -2.8451, 1.3333], [-3.3648, -1.6445, 0.1792], [-1.2945, 0.3028, 3.3007], [0.3337, 1.9482, 2.9071], [1.0548, 1.5196, -1.1327], [-1.3753, -1.4294, -0.5648], [4.2034, 2.6825, -0.3624], [4.8875, 1.3839, -0.8358], [5.9830, 1.4257, -1.6957], [3.5562, 0.7080, -1.3696], [4.9345, 0.6700, 0.4998]], "nbo_charge": [2.296, -0.952, 0.950, -0.960, -0.303, -0.204, -0.193, -0.193, -0.186, -0.331, 0.906, -0.920, -0.904, 0.242, 0.266, 0.237, 0.271, 0.233, 0.230, 0.232, 0.250, 0.251, 0.224, 0.267, 0.260, 0.276, 0.263, 0.267, 0.275, -0.751, 0.017, 0.024, 0.118, -0.342, 0.255, -0.695, -0.192, -0.258, 0.439, 0.402, 0.289, 0.245, 0.261, 0.256, -0.944, 2.488, -0.756, -0.960, -0.948]}

From most stable to least stable, the computed energies give w, x.

w | {"formula": "C5H11N3", "method": "ωB97M-V/def2-TZVPD", "homo_energy_ev": [-8.23, -7.32], "orbital_gap_ev": [8.76, 7.14], "symbols": ["N", "N", "C", "C", "H", "H", "H", "H", "H", "H", "C", "C", "C", "N", "H", "H", "H", "H", "H"], "positions_angstrom": [[-0.2717, -0.7540, -1.7103], [0.3018, -2.0321, -1.4883], [0.2729, 0.3391, -0.9283], [1.6212, 0.5334, -0.6617], [-0.2343, -0.5537, -2.7017], [-0.0583, -2.4002, -0.6152], [1.3176, -1.9699, -1.4152], [-0.2297, 1.2664, -1.3639], [2.1453, 1.3501, -1.1347], [2.0844, 0.1347, 0.2280], [-0.7972, 0.2842, 0.6289], [0.2339, 0.1032, 2.6899], [-1.7734, 1.1390, 0.0609], [-0.0678, 0.8448, 1.7170], [-1.0909, -0.7634, 0.7730], [0.8750, 0.4953, 3.4725], [-0.0603, -0.9520, 2.7694], [-1.7481, 2.1944, 0.2855], [-2.5203, 0.7410, -0.6059]], "nbo_charge": [-0.481, -0.659, -0.094, -0.395, 0.363, 0.341, 0.332, 0.218, 0.192, 0.184, -0.120, -0.054, -0.334, -0.400, 0.185, 0.176, 0.138, 0.202, 0.206]}

x | {"formula": "C5H11N3", "method": "ωB97M-V/def2-TZVPD", "smiles": "N[C@@H]1[C@@H]2NCC[C@@]12N", "homo_energy_ev": -7.75, "orbital_gap_ev": 8.49, "symbols": ["N", "C", "C", "N", "C", "C", "C", "N", "H", "H", "H", "H", "H", "H", "H", "H", "H", "H", "H"], "positions_angstrom": [[-1.2676, 0.9300, -2.0170], [-0.3993, 1.1392, -0.8995], [0.6812, 0.2025, -0.6338], [0.9416, -1.1807, -0.2002], [1.0043, -1.1645, 1.2693], [0.2120, 0.2049, 1.5826], [-0.5642, 0.3015, 0.3398], [-1.4929, -0.7905, 0.0347], [-0.7808, 1.3753, -2.8450], [-2.2310, 1.4152, -1.7403], [0.0715, 2.1454, -0.6790], [1.6106, 0.8103, -0.3623], [1.8848, -1.3948, -0.4685], [0.5428, -1.9935, 1.7222], [1.9802, -1.1125, 1.7329], [-0.2656, 0.0686, 2.5972], [0.9314, 1.0832, 1.6523], [-0.8908, -1.6620, -0.2356], [-1.9681, -0.3776, -0.8497]], "nbo_charge": [-0.847, -0.039, -0.150, -0.633, -0.238, -0.415, 0.098, -0.859, 0.391, 0.368, 0.209, 0.158, 0.369, 0.192, 0.182, 0.217, 0.212, 0.402, 0.384]}

y | {"formula": "C5H11N3", "method": "ωB97M-V/def2-TZVPD", "smiles": "C=CN/C=N\\N(C)C", "homo_energy_ev": -8.52, "orbital_gap_ev": 9.46, "symbols": ["C", "C", "N", "C", "N", "N", "C", "C", "H", "H", "H", "H", "H", "H", "H", "H", "H", "H", "H"], "positions_angstrom": [[-0.9352, 2.9593, -1.5628], [-1.5144, 1.7610, -1.2100], [-0.9696, 0.8596, -0.3451], [-1.2068, -0.5641, -0.2921], [-0.5285, -1.4530, 0.3534], [0.7865, -0.9239, 0.6183], [1.6832, -1.8307, -0.0399], [0.9058, -0.8604, 2.0293], [0.1396, 3.1112, -1.4206], [-1.6771, 3.5456, -2.3129], [-2.5566, 1.5461, -1.4923], [-0.0499, 1.1990, -0.3006], [-2.1531, -0.7191, -0.5663], [1.2896, -1.8001, -1.0366], [1.8366, -2.9555, 0.3319], [2.6999, -1.3210, 0.0313], [0.9378, -1.9224, 2.6126], [1.6430, -0.2459, 2.3930], [-0.3310, -0.3856, 2.2093]], "nbo_charge": [-0.528, 0.017, -0.612, 0.281, -0.322, -0.364, -0.413, -0.388, 0.207, 0.227, 0.186, 0.397, 0.167, 0.208, 0.178, 0.196, 0.170, 0.194, 0.197]}

z | {"formula": "C5H11N3", "method": "ωB97M-V/def2-TZVPD", "homo_energy_ev": -8.84, "orbital_gap_ev": 9.60, "symbols": ["C", "C", "C", "C", "C", "H", "H", "H", "H", "H", "H", "H", "H", "H", "H", "H", "N", "N", "N"], "positions_angstrom": [[-0.0718, 0.9358, -0.6921], [0.0762, -0.5424, -0.9932], [-1.0465, -1.0460, -0.0945], [0.5673, 0.7491, 0.6992], [1.4232, -0.3836, 0.0379], [-0.8886, 2.8778, -1.1719], [-1.8160, 2.1322, 0.2413], [0.5779, 1.5007, -1.2746], [0.3105, -1.0230, -2.0120], [-0.9586, -2.1507, 0.1785], [-2.0266, -0.9356, -0.3112], [-1.5153, 0.6226, 1.3256], [0.7583, 1.4537, 1.6545], [2.3479, 0.0102, -0.4532], [1.0987, -2.4647, -0.0259], [1.4175, -1.7576, 1.8307], [-1.3003, 1.8398, -0.8992], [-0.6386, -0.1393, 1.3100], [1.6849, -1.6789, 0.6500]], "nbo_charge": [-0.075, -0.263, -0.240, -0.113, -0.031, 0.365, 0.324, 0.194, 0.239, 0.189, 0.205, 0.331, 0.244, 0.202, 0.371, 0.402, -0.828, -0.636, -0.880]}

From most stable to least stable, the computed energies give y, x, w, z.

w | {"formula": "C4H6", "method": "ωB97M-V/def2-TZVPD", "homo_energy_ev": [-7.87, -8.52], "orbital_gap_ev": [7.36, 8.05], "symbols": ["C", "C", "C", "C", "H", "H", "H", "H", "H", "H"], "positions_angstrom": [[1.3911, 0.2719, 0.0419], [-0.0289, 0.6986, 0.0157], [-1.1066, -0.1439, 0.1195], [-1.6478, -1.2060, 0.7855], [1.6480, -0.2038, -0.9179], [1.5392, -0.4826, 0.8218], [2.0606, 1.1255, 0.1719], [-0.2536, 1.7130, -0.3211], [-1.6147, 0.2726, -0.7743], [-2.2741, -1.8511, 0.1447]], "nbo_charge": [-0.673, -0.038, -0.447, -0.144, 0.236, 0.232, 0.223, 0.192, 0.273, 0.146]}

x | {"formula": "C4H6", "method": "ωB97M-V/def2-TZVPD", "smiles": "C#CCC", "homo_energy_ev": -9.96, "orbital_gap_ev": 11.08, "symbols": ["C", "C", "C", "C", "H", "H", "H", "H", "H", "H"], "positions_angstrom": [[-2.2735, -0.2315, 0.0058], [-1.1507, 0.2011, 0.0012], [0.2399, 0.6875, -0.0076], [1.2339, -0.4623, -0.0035], [-3.2680, -0.5969, -0.0394], [0.3967, 1.3266, 0.8797], [0.3604, 1.3646, -0.8491], [1.0317, -1.1107, 0.8654], [1.1519, -1.0736, -0.8954], [2.2777, -0.1049, 0.0430]], "nbo_charge": [-0.252, -0.005, -0.478, -0.591, 0.233, 0.228, 0.230, 0.214, 0.212, 0.210]}

From most stable to least stable, the computed energies give x, w.

w | {"formula": "C4H6FN", "method": "ωB97M-V/def2-TZVPD", "smiles": "CC(C)(F)C#N", "homo_energy_ev": -12.07, "orbital_gap_ev": 12.77, "symbols": ["C", "C", "C", "F", "C", "N", "H", "H", "H", "H", "H", "H"], "positions_angstrom": [[-0.0019, 1.2537, 0.1246], [0.5300, 0.1425, -0.7014], [0.0026, -1.1974, -0.3741], [0.2146, 0.3825, -2.0320], [2.4279, 0.1728, -0.6793], [3.5423, 0.3709, -0.5950], [0.6143, 2.1405, -0.1214], [-1.0653, 1.3088, 0.1269], [0.2093, 0.9983, 1.1916], [0.5722, -1.5414, 0.5007], [0.0696, -1.9914, -1.0716], [-1.0868, -1.1869, -0.1187]], "nbo_charge": [-0.684, 0.482, -0.688, -0.358, 0.187, -0.381, 0.251, 0.243, 0.233, 0.236, 0.247, 0.231]}

x | {"formula": "C4H6FN", "method": "ωB97M-V/def2-TZVPD", "smiles": "N#CCCCF", "homo_energy_ev": -11.55, "orbital_gap_ev": 12.35, "symbols": ["N", "C", "C", "C", "C", "F", "H", "H", "H", "H", "H", "H"], "positions_angstrom": [[2.2083, -1.1093, 0.1412], [1.6631, -0.0963, -0.1065], [0.7627, 1.0604, -0.3756], [-0.5081, 1.0013, 0.4326], [-1.1759, -0.3793, 0.4897], [-1.9662, -0.7069, -0.5501], [1.2178, 2.0170, -0.5284], [0.4492, 0.9571, -1.4071], [-1.3093, 1.5437, -0.1425], [-0.4501, 1.5464, 1.4019], [-1.7195, -0.2812, 1.3972], [-0.4014, -1.1719, 0.5996]], "nbo_charge": [-0.330, 0.286, -0.527, -0.436, 0.047, -0.348, 0.259, 0.254, 0.229, 0.227, 0.163, 0.176]}

From most stable to least stable, the computed energies give x, w.